(1)
{"formula": "C3H8N4", "method": "ωB97M-V/def2-TZVPD", "species": ["N", "C", "H", "N", "C", "N", "H", "C", "H", "N", "H", "H", "H", "H", "H"], "coordinates": [[-1.4402, -0.8752, 1.5528], [-1.2510, 0.4325, -0.5451], [2.6391, -0.3684, 0.7533], [0.2751, 0.8131, -2.5188], [0.1072, 0.8599, -1.2170], [1.7014, -0.2534, 1.1416], [0.5809, 1.7067, -0.6992], [-0.9737, -0.4781, 0.3589], [-0.2362, 0.0192, -2.9155], [0.7410, -0.4445, 0.1202], [1.1114, -1.0041, -0.6460], [1.6463, 0.7030, 1.4852], [-1.8792, -0.1758, 2.1372], [-2.2058, 0.5959, -1.0223], [-0.8163, -1.5308, 2.0147]], "e_lumo_ha": 0.02622, "de_lowest_ev": 5.293, "total_charge": 0, "gap_ev": 8.36, "mol_weight_g_mol": 100.12, "energy_ha": -337.95928}

(2)
{"formula": "C3H8N4", "method": "ωB97M-V/def2-TZVPD", "species": ["C", "H", "H", "C", "N", "H", "N", "H", "N", "C", "H", "H", "H", "N", "H"], "coordinates": [[-0.7624, -0.1662, 0.6593], [2.3162, 0.5092, -0.4009], [-1.3979, -2.0267, -0.2703], [0.2988, 0.7420, 0.0156], [0.1793, 2.0771, -0.1140], [-2.8950, -0.3965, 0.5122], [-1.0367, -1.0928, -0.5241], [0.9935, 2.5413, -0.2210], [1.5594, 0.1262, 0.0142], [-2.0037, 0.0432, -0.0477], [0.7153, -1.8813, -0.3490], [-0.8053, -0.2603, 1.7139], [-2.2377, 0.8992, -0.7468], [1.6220, -1.3067, -0.0850], [1.8467, -1.7254, 0.9613]], "e_lumo_ha": 0.02867, "de_lowest_ev": 4.817, "total_charge": 0, "gap_ev": 9.36, "mol_weight_g_mol": 100.13, "energy_ha": -337.97677}

(3)
{"formula": "C3H8N4O", "method": "ωB97M-V/def2-TZVPD", "species": ["H", "N", "H", "O", "H", "N", "H", "C", "C", "H", "C", "N", "H", "N", "H", "H"], "coordinates": [[1.4847, 1.5324, -0.7184], [2.5649, -0.1371, -0.1119], [-2.7002, -0.8977, 0.5597], [-1.3868, -0.1261, -0.7079], [0.9764, -1.6851, 1.0763], [-0.6710, 2.0089, 0.3431], [-0.9711, 2.6985, 1.0102], [1.5056, 0.5513, -0.2337], [0.1033, -0.3285, -0.0945], [0.6997, -2.1826, -0.4640], [-0.2712, 0.7590, 0.6485], [-2.3254, -1.1575, -0.3535], [3.3895, 0.3350, -0.4750], [0.3120, -1.6512, 0.3126], [-0.9411, 2.2806, -0.5938], [-1.7691, -1.9999, -0.1978]], "e_lumo_ha": [0.00138, 0.00136], "de_lowest_ev": 9.149, "total_charge": 0, "gap_ev": [7.05, 7.05], "mol_weight_g_mol": 116.12, "energy_ha": -413.07983}

(4)
{"formula": "C3H8N4O", "method": "ωB97M-V/def2-TZVPD", "species": ["C", "H", "H", "N", "O", "H", "N", "C", "H", "H", "H", "N", "N", "H", "C", "H"], "coordinates": [[1.1714, 1.3874, -0.3089], [1.4994, 0.4338, 1.6629], [2.1479, -1.5108, 1.1218], [-0.3167, 1.0525, -0.4315], [-2.7515, 0.4071, 0.6526], [3.0797, 0.4488, 0.5233], [0.3632, -1.1770, -0.2515], [1.8480, 0.3498, 0.5652], [1.2506, 2.3316, 0.3012], [-2.1224, 1.1254, -0.0307], [0.2581, -2.1693, -0.6400], [1.8871, -1.0289, 0.0407], [-1.7985, -0.7175, -0.3156], [1.4723, 1.9026, -1.2271], [-0.4672, -0.2572, -0.3389], [-1.8323, -1.6029, 0.2692]], "e_lumo_ha": 0.00985, "de_lowest_ev": 8.425, "total_charge": 0, "gap_ev": 9.14, "mol_weight_g_mol": 116.12, "energy_ha": -413.10645}

(5)
{"formula": "C3H8N4O", "method": "ωB97M-V/def2-TZVPD", "species": ["H", "N", "H", "C", "H", "H", "H", "H", "H", "C", "O", "C", "N", "N", "H", "N"], "coordinates": [[1.5586, -2.2394, -0.8032], [-2.0708, 1.1304, 0.7181], [0.5246, 2.6211, -0.9982], [0.2838, 0.6522, 0.7657], [0.2097, 1.6334, 1.2685], [-1.8126, -1.8983, -0.0029], [-0.0947, -1.6066, 0.8452], [0.8779, -0.0322, 1.1697], [1.7930, -0.3868, -2.0091], [-1.1931, 0.2493, 0.6894], [1.3644, 1.7854, -1.1240], [1.2778, -0.4860, -1.0481], [0.6013, 0.6992, -0.6580], [-1.2037, -1.1823, 0.7750], [-3.0386, 0.6076, 0.8610], [0.9225, -1.5470, -0.4491]], "e_lumo_ha": 0.02253, "de_lowest_ev": 6.582, "total_charge": 0, "gap_ev": 9.09, "mol_weight_g_mol": 116.12, "energy_ha": -413.17415}

(6)
{"formula": "C3H8N4S", "method": "ωB97M-V/def2-TZVPD", "species": ["H", "N", "H", "N", "H", "C", "S", "H", "H", "H", "H", "N", "H", "C", "N", "C"], "coordinates": [[-1.8762, 1.0669, 1.3065], [-0.1267, -1.2959, -1.0301], [-2.9384, 0.5238, 0.0476], [-1.0981, -0.6582, -1.4105], [2.7046, -1.5204, 0.1732], [-1.0085, 0.7073, -0.6597], [1.3970, 1.9976, -0.8131], [-1.7460, -0.5795, 0.8047], [2.2301, 2.0656, 0.3215], [1.2910, -2.3697, 0.7576], [-1.4276, 1.4714, -1.3050], [0.2306, 0.9749, -0.1772], [1.7424, -0.7385, 1.4521], [-2.0010, 0.5099, 0.4367], [0.8657, -0.7950, -0.4207], [1.7613, -1.3601, 0.5164]], "e_lumo_ha": [0.01578, 0.01578], "de_lowest_ev": 5.083, "total_charge": 0, "gap_ev": [8.98, 8.98], "mol_weight_g_mol": 132.19, "energy_ha": -736.13134}

(7)
{"formula": "C3H8N5", "method": "ωB97M-V/def2-TZVPD", "species": ["N", "H", "C", "N", "N", "H", "H", "H", "H", "N", "C", "H", "H", "N", "H", "C"], "coordinates": [[1.8796, -1.1575, -0.4620], [-2.0866, -0.3695, 1.0573], [-0.1359, 1.8351, -0.4110], [-1.2143, 1.3901, 0.1732], [-0.3523, -2.1489, 0.3721], [0.5501, -2.3900, 0.6848], [-0.2683, 2.9349, -0.7620], [-0.5847, -2.7998, -0.3374], [2.8429, -0.8285, -0.6104], [-0.3986, -0.8400, -0.1264], [0.9267, -0.3192, -0.4085], [-0.4824, 0.0765, 1.6629], [1.6592, 1.6091, -1.1597], [0.9200, 1.0698, -0.6413], [-2.1711, 1.8543, 0.2491], [-1.0843, 0.0838, 0.7195]], "e_lumo_ha": -0.16269, "de_lowest_ev": 1.405, "total_charge": 1, "gap_ev": 8.97, "mol_weight_g_mol": 114.13, "energy_ha": -392.59579}

(8)
{"formula": "C3H8N5", "method": "ωB97M-V/def2-TZVPD", "species": ["N", "C", "C", "N", "H", "H", "H", "H", "H", "N", "C", "H", "H", "H", "N", "N"], "coordinates": [[0.8768, -1.2217, 0.0391], [1.4901, -0.0996, -0.0311], [-0.6322, 1.2405, -0.2875], [2.7321, 0.0870, 0.3237], [3.4352, -0.7104, 0.6059], [-1.1684, 2.1502, -0.3559], [2.8907, 1.1110, 0.3906], [1.1924, 2.1501, -0.4197], [-0.7883, -2.2707, 0.2220], [-0.3857, -1.4776, -0.4137], [0.7218, 1.1471, -0.2799], [-3.2510, -0.5053, 0.0315], [-0.5262, -1.6731, -1.4677], [-2.6875, 0.1577, 1.4359], [-1.4383, 0.0802, -0.3001], [-2.4614, -0.1652, 0.5071]], "e_lumo_ha": -0.15523, "de_lowest_ev": 4.248, "total_charge": 1, "gap_ev": 8.56, "mol_weight_g_mol": 114.13, "energy_ha": -392.49133}

(9)
{"formula": "C3H8NO", "method": "ωB97M-V/def2-TZVPD", "species": ["H", "H", "C", "N", "H", "H", "H", "H", "H", "O", "H", "C", "C"], "coordinates": [[1.1159, -1.8449, -0.0562], [-2.1242, 1.4165, 1.6922], [-1.2153, -0.2544, -0.6326], [2.4998, -0.2919, 0.4196], [-1.4527, -1.1951, -0.0621], [-1.5019, 1.1274, 1.8143], [2.6698, 0.6372, 0.0230], [0.7014, 0.4928, -1.7648], [-0.4332, 0.8034, -0.2929], [-2.2390, 0.3588, -1.2708], [0.5347, -0.5446, 0.9866], [0.2540, 0.0231, -0.8919], [1.1906, -0.7285, 0.0355]], "e_lumo_ha": 0.15311, "de_lowest_ev": 4.938, "total_charge": -1, "gap_ev": 5.60, "mol_weight_g_mol": 74.10, "energy_ha": -248.90514}